Entry 1:
ORCA calculation (the ωB97M-V functional and the def2-TZVPD basis) on a molecular structure, C36H31KN6O7S2.

Last column: Mulliken charge in e.
Element x y z (Å)
K: 1.0342 -0.9958 -0.2935  0.920
C: -3.0286 -1.0136 2.2447  -1.482
C: -3.4647 -0.7628 0.8246  0.857
C: -3.9784 -1.8030 0.0540  -0.450
C: -4.2746 -1.6257 -1.2877  0.931
C: -4.6907 -2.7921 -2.1467  -1.791
C: -4.1085 -0.3641 -1.8523  -0.303
C: -3.6379 0.7021 -1.1011  0.802
C: -3.4955 2.0723 -1.7148  -1.656
C: -3.3012 0.4835 0.2343  -0.630
H: -2.2464 -1.7757 2.2632  0.256
H: -3.8601 -1.3780 2.8548  0.353
H: -2.6173 -0.1150 2.7029  0.326
H: -4.0577 -2.7933 0.4902  0.237
H: -4.4070 -3.7369 -1.6799  0.318
H: -4.2002 -2.7361 -3.1207  0.304
H: -5.7719 -2.8095 -2.3138  0.445
H: -4.2948 -0.2279 -2.9137  0.268
H: -2.7080 2.6469 -1.2270  0.318
H: -4.4259 2.6415 -1.6240  0.404
H: -3.2501 2.0035 -2.7763  0.326
H: -2.8747 1.2944 0.8173  0.162
S: 0.6524 0.4022 2.6960  -0.664
C: 1.3140 1.9544 2.3551  -0.056
N: 1.9255 2.7487 3.1754  -0.480
N: 2.0373 2.2629 4.4395  0.249
C: 2.6315 3.0109 5.4163  0.439
C: 2.7622 2.4715 6.7060  -0.491
C: 3.3507 3.2051 7.7201  -0.387
C: 3.8278 4.4922 7.4915  -0.586
C: 3.6971 5.0247 6.2129  -0.409
C: 3.1091 4.3090 5.1818  -0.381
N: 1.2552 2.6401 1.0724  -0.287
N: 0.6483 2.0418 0.1795  0.461
C: 0.6042 2.7939 -1.0648  -0.367
C: 1.0601 4.0995 -1.2122  -0.503
C: 0.9638 4.7186 -2.4470  -0.524
C: 0.4230 4.0412 -3.5400  -0.493
C: -0.0277 2.7399 -3.3857  -0.665
C: 0.0559 2.1233 -2.1424  0.544
H: 1.6643 1.3301 4.6004  0.079
H: 2.3962 1.4688 6.8944  0.337
H: 3.4382 2.7631 8.7067  0.313
H: 4.2931 5.0607 8.2865  0.346
H: 4.0602 6.0266 6.0109  0.315
H: 3.0083 4.7221 4.1890  0.398
H: 1.4849 4.6029 -0.3540  0.475
H: 1.3171 5.7366 -2.5633  0.344
H: 0.3580 4.5293 -4.5052  0.362
H: -0.4431 2.1918 -4.2223  0.467
H: -0.3002 1.1088 -2.0090  0.316
O: 2.1140 -3.0502 -0.4935  -0.919
C: 3.1560 -2.4697 -0.8893  0.832
O: 3.5650 -1.3345 -0.5768  -0.874
C: 3.9811 -3.2548 -1.9136  0.060
C: 3.5372 -4.4880 -2.3732  -0.575
C: 4.2620 -5.1963 -3.3274  -0.463
C: 5.4431 -4.6779 -3.8335  -0.493
C: 5.8651 -3.4502 -3.3564  0.178
C: 5.1634 -2.7256 -2.4149  -0.343
N: 7.1349 -2.8906 -3.8932  1.013
O: 7.6518 -3.4614 -4.8401  -0.648
O: 7.5822 -1.8908 -3.3708  -0.609
H: 2.6036 -4.8627 -1.9700  0.458
H: 3.9013 -6.1533 -3.6840  0.429
H: 6.0304 -5.1973 -4.5763  0.454
H: 5.5010 -1.7611 -2.0631  0.572
O: -1.5655 -3.9540 -0.0283  -0.804
C: -1.1108 -3.4626 -1.0464  -0.413
N: -1.0105 -2.1311 -1.3421  0.021
S: -0.4455 -1.8779 -2.8095  1.320
O: -1.4525 -1.4270 -3.7471  -0.797
O: 0.7585 -1.0630 -2.7744  -0.713
C: -0.0634 -3.5623 -3.1976  0.528
C: 0.5084 -4.1164 -4.3266  -0.723
C: 0.5991 -5.5033 -4.3790  -0.533
C: 0.1114 -6.2902 -3.3346  -0.547
C: -0.4691 -5.7055 -2.2118  -0.530
C: -0.5429 -4.3274 -2.1598  0.295
H: 0.8842 -3.4958 -5.1297  0.467
H: 1.0569 -5.9770 -5.2393  0.419
H: 0.1890 -7.3690 -3.4019  0.372
H: -0.8478 -6.2916 -1.3838  0.494

Atomic forces in eV per Å
K -0.4 1.9 1.6
C 0.0 0.0 -0.1
C 0.0 0.0 0.0
C 0.1 0.0 0.0
C 0.0 0.0 0.0
C 0.0 0.0 0.0
C 0.0 0.0 0.0
C 0.0 0.0 0.1
C 0.0 0.0 0.0
C 0.0 0.0 0.0
H 0.0 0.0 0.0
H 0.0 0.0 0.0
H 0.0 0.0 0.0
H 0.0 0.0 0.0
H 0.0 0.0 0.0
H 0.0 0.0 0.0
H 0.0 0.0 0.0
H 0.0 0.0 0.0
H 0.0 0.0 0.0
H 0.0 0.0 0.0
H 0.0 0.0 0.0
H 0.0 0.0 0.0
S 0.0 0.2 -0.1
C -0.1 0.2 -0.5
N 0.0 0.0 0.4
N 0.2 0.4 -0.1
C -0.1 -0.2 -0.1
C 0.0 0.0 0.1
C 0.0 0.0 0.0
C 0.0 0.0 -0.1
C 0.0 0.0 0.0
C 0.1 0.0 0.1
N -0.1 -0.4 0.5
N 0.1 0.3 -0.5
C 0.0 -0.3 0.4
C 0.0 0.1 0.0
C 0.0 0.0 0.0
C 0.0 0.0 0.1
C 0.0 0.0 0.1
C -0.1 -0.1 -0.2
H 0.0 -0.1 0.0
H 0.0 0.0 0.0
H 0.0 0.0 0.0
H 0.0 0.0 0.0
H 0.0 0.0 0.0
H 0.0 0.0 0.0
H 0.0 0.0 0.0
H 0.0 0.0 0.0
H 0.0 0.0 0.0
H 0.0 0.0 0.0
H 0.0 0.1 0.0
O 0.8 -0.9 -0.1
C 0.1 -0.4 0.0
O 0.2 -0.3 -0.1
C 0.1 0.1 -0.1
C 0.0 0.0 0.0
C 0.0 0.0 0.0
C -0.1 -0.1 0.0
C 0.5 0.2 -0.1
C -0.1 0.1 0.1
N -0.5 -0.1 0.1
O 0.1 0.0 0.0
O 0.1 0.0 -0.1
H 0.0 0.0 0.0
H 0.0 0.0 0.0
H 0.0 0.0 0.0
H 0.0 0.0 0.0
O -0.1 0.0 0.1
C 0.2 0.3 -0.3
N -0.5 -0.6 -0.2
S -0.2 0.0 -0.3
O 0.0 0.0 0.0
O -0.2 -0.2 -0.5
C 0.0 -0.1 -0.3
C 0.0 0.0 0.1
C 0.0 0.0 0.1
C 0.0 0.1 0.0
C 0.1 -0.1 0.0
C 0.0 0.1 0.1
H 0.0 0.0 0.0
H 0.0 0.0 0.0
H 0.0 0.0 0.0
H 0.0 0.0 0.0

## Properties
* maximum force: 2.5 eV/Å
* 2S+1: 1
* HOMO-LUMO gap: 0.2150 Eh
* LUMO energy: 3.669 eV
* net charge: -2

***

Entry 2:
ORCA calculation (the ωB97M-V functional and the def2-TZVPD basis) on a molecular structure, C26H21F9NNaP.

Last column: Mulliken charge in e.
Element x y z (Å)
Na: 0.7862 -1.5564 0.1766  1.137
F: -1.1917 5.4462 5.6775  -0.245
C: 0.0649 5.2374 5.2603  0.818
F: 0.5251 6.4059 4.7925  -0.249
F: 0.7979 4.9088 6.3277  -0.278
C: 0.1085 4.1729 4.1916  0.254
C: -0.5448 4.4215 2.9868  -1.190
C: -0.5336 3.4648 1.9916  0.173
C: 0.1307 2.2531 2.1933  0.057
C: 0.7796 2.0173 3.3966  -0.504
C: 0.7722 2.9805 4.4029  -0.742
P: 0.1270 0.9458 0.9350  0.232
C: -1.6430 0.6524 0.5504  0.738
C: -2.4048 1.4356 -0.3209  -0.026
C: -3.7393 1.1468 -0.5361  -1.134
C: -4.3333 0.0760 0.1234  0.146
C: -3.6028 -0.6992 1.0028  -0.899
C: -2.2579 -0.4089 1.2098  -0.439
C: -5.7754 -0.2487 -0.1770  0.885
F: -5.8903 -0.8003 -1.3947  -0.246
F: -6.2887 -1.1106 0.7058  -0.269
F: -6.5353 0.8532 -0.1674  -0.252
C: 0.7638 1.7526 -0.5843  0.715
C: 0.4298 1.2475 -1.8444  -0.389
C: 1.0231 1.7491 -2.9907  -1.123
C: 1.9657 2.7615 -2.8902  0.186
C: 2.3060 3.2761 -1.6510  -0.920
C: 1.7122 2.7689 -0.5016  -0.506
C: 2.5812 3.3112 -4.1521  0.867
F: 2.8884 2.3241 -5.0066  -0.258
F: 1.7353 4.1332 -4.7890  -0.243
F: 3.6997 3.9993 -3.9019  -0.266
H: -1.0582 5.3625 2.8319  0.422
H: -1.0416 3.6632 1.0549  0.352
H: 1.3003 1.0811 3.5561  0.353
H: 1.2804 2.7978 5.3392  0.491
H: -1.9531 2.2705 -0.8426  0.465
H: -4.3244 1.7564 -1.2135  0.418
H: -4.0738 -1.5199 1.5252  0.484
H: -1.6936 -1.0064 1.9191  0.438
H: -0.3244 0.4747 -1.9454  0.489
H: 0.7509 1.3560 -3.9619  0.413
H: 3.0361 4.0706 -1.5773  0.462
H: 1.9911 3.1769 0.4620  0.424
C: 0.5016 -6.6249 -1.9154  -1.573
C: 1.8043 -5.9861 -1.4152  2.102
C: 2.3906 -6.7919 -0.2483  -1.576
C: 2.8223 -5.8636 -2.5567  -1.573
C: 1.4898 -4.6154 -0.9226  -0.556
N: 1.2474 -3.5594 -0.5428  -0.602
H: 0.7329 -7.6278 -2.2751  0.400
H: 0.0678 -6.0563 -2.7381  0.388
H: -0.2354 -6.7078 -1.1166  0.390
H: 2.6192 -7.7944 -0.6107  0.401
H: 1.6809 -6.8776 0.5745  0.389
H: 3.3111 -6.3430 0.1247  0.389
H: 3.0510 -6.8677 -2.9149  0.401
H: 3.7488 -5.4002 -2.2179  0.391
H: 2.4218 -5.2847 -3.3889  0.389

Atomic forces in eV per Å
Na 0.0 0.1 0.1
F -0.1 0.0 0.0
C 0.0 -0.1 -0.1
F 0.0 0.1 0.0
F 0.1 0.0 0.1
C 0.0 0.0 0.0
C 0.0 0.0 0.0
C 0.0 0.0 0.0
C -0.1 0.0 0.0
C 0.1 0.0 0.1
C 0.0 -0.1 -0.1
P -0.1 0.2 -0.2
C 0.0 0.1 0.1
C 0.1 0.0 0.0
C 0.0 0.0 0.0
C 0.0 0.0 -0.1
C 0.1 0.0 0.1
C -0.1 0.0 0.0
C 0.1 0.1 0.1
F 0.0 -0.1 -0.1
F 0.0 -0.1 0.1
F 0.0 0.1 0.0
C 0.0 0.0 0.0
C 0.0 0.0 0.0
C -0.1 -0.1 0.0
C 0.0 0.0 0.0
C 0.0 0.0 0.1
C 0.0 0.0 0.0
C 0.0 0.0 0.1
F 0.0 -0.1 -0.1
F -0.1 0.1 0.0
F 0.1 0.0 0.0
H 0.0 0.0 0.0
H 0.0 0.0 0.0
H 0.0 0.0 0.0
H 0.0 0.0 0.0
H 0.0 0.0 0.0
H 0.0 0.0 0.0
H 0.0 0.0 0.0
H 0.0 0.0 0.0
H 0.0 0.0 0.0
H 0.0 0.0 0.0
H 0.0 0.0 0.0
H 0.0 0.0 0.0
C 0.0 0.0 0.0
C -0.1 0.4 0.1
C 0.0 0.0 0.0
C 0.0 0.0 0.0
C 0.1 -0.4 -0.1
N 0.1 -0.5 -0.2
H 0.0 0.0 0.0
H 0.0 0.0 0.0
H 0.0 0.0 0.0
H 0.0 0.0 0.0
H 0.0 0.0 0.0
H 0.0 0.0 0.0
H 0.0 0.0 0.0
H 0.0 0.0 0.0
H 0.0 0.0 0.0

## Properties
* maximum force: 0.5 eV/Å
* 2S+1: 1
* HOMO-LUMO gap: 0.3369 Eh
* LUMO energy: -2.882 eV
* net charge: +1

***

Entry 3:
ORCA calculation (the ωB97M-V functional and the def2-TZVPD basis) on a single C11H16OSi molecule.

Last column: Mulliken charge in e.
Element x y z (Å)
C: 2.9699 0.0120 1.2733  -1.074
C: 2.4246 0.2924 -0.1234  -0.625
C: 0.9842 -0.3817 -0.3528  0.469
C: 0.5846 -0.1975 -1.8383  -1.543
C: -0.0200 0.1919 0.7087  0.279
O: 0.0005 1.8311 0.5629  -0.278
Si: -1.5052 2.4334 0.4515  0.239
C: -2.3254 0.8019 0.1519  0.151
C: -3.6194 0.3652 -0.1144  -0.329
C: -3.9765 -0.9645 -0.1948  -0.342
C: -3.0710 -1.9906 0.0444  -0.910
C: -1.7710 -1.5088 0.3923  -0.262
C: -1.3637 -0.2172 0.4041  -0.460
H: 2.3915 0.4613 2.1071  0.271
H: 4.0960 0.3062 1.3818  0.296
H: 2.8835 -1.1195 1.6522  0.254
H: 2.2595 1.4562 -0.3487  0.196
H: 3.0241 -0.0030 -0.9317  0.503
H: 1.0399 -1.4319 -0.0261  0.417
H: 1.0059 -1.1052 -2.3370  0.367
H: 0.8728 0.7006 -2.3247  0.371
H: -0.5262 -0.2397 -2.0542  0.356
H: 0.3387 0.0613 1.7606  0.325
H: -1.9238 3.5038 -0.5412  -0.157
H: -2.0596 2.9836 1.7510  -0.153
H: -4.4069 1.0432 -0.1953  0.465
H: -5.0574 -1.0504 -0.4845  0.252
H: -3.0658 -3.0426 0.1216  0.454
H: -1.0221 -2.1860 0.5120  0.469

Atomic forces in eV per Å
C 1.5 -1.6 1.6
C -3.0 1.9 0.5
C 0.9 2.1 1.2
C -1.6 -2.4 0.3
C 2.5 3.1 -0.8
O 0.7 -2.5 0.2
Si -1.7 0.5 0.4
C 0.0 -1.1 0.2
C 1.6 -0.1 0.4
C -2.0 -0.9 -0.6
C 2.4 2.8 0.9
C -2.1 -0.2 -1.1
C -2.9 1.6 0.1
H 0.4 0.5 -0.8
H -2.1 -0.5 -0.1
H 0.4 2.0 -1.5
H 0.4 -2.4 0.9
H 1.2 -0.8 -0.8
H 0.1 0.0 -0.6
H -0.2 1.0 -0.1
H 0.9 0.8 0.0
H 1.0 -0.2 0.6
H -0.4 -0.1 -1.0
H 0.8 -0.5 0.1
H 0.5 -0.1 -0.3
H -1.0 1.3 -0.4
H 1.1 -0.8 0.4
H -1.3 -1.0 -0.4
H 1.9 -2.3 0.7

## Properties
* SMILES: CC[C@H](C)[C@H]1O[SiH2]c2ccccc21
* maximum force: 4.1 eV/Å
* 2S+1: 1
* HOMO-LUMO gap: 0.3718 Eh
* LUMO energy: 0.861 eV